Entry 1:
The following is a DFT calculation (ωB97M-V with the def2-TZVPD basis set) of a structure of composition C9H25CoIP2 in a non-equilibrium geometry.

Output
LUMO (alpha / beta), eV: 0.461 / 0.023
HOMO (alpha / beta), eV: -5.573 / -7.608
Energy above the lowest of the compared OMol25 structures with the same formula, charge and spin, kJ/mol: 0.00
2S+1: 4

Element x y z (Å)
C1 -1.8310 2.0676 1.0853
C2 -0.0900 -0.3544 -2.9315
H1 -2.1838 2.1112 0.0309
H2 -1.4100 3.0451 1.3288
H3 -2.7146 1.8761 1.7101
H4 -0.2282 -1.2051 -3.5982
H5 -1.0579 0.1650 -2.8492
H6 0.6622 0.3225 -3.3449
Co1 -0.9254 0.8030 -0.6899
C3 0.5112 2.0360 -0.9542
H7 0.7511 2.0211 -2.0261
H8 1.4333 1.9068 -0.3693
H9 0.0472 3.0007 -0.7003
I1 -3.1867 -0.0068 -1.3249
C4 -1.6582 -0.5166 2.1597
P1 -0.5199 0.7329 1.4881
C5 0.0832 1.7194 2.9362
C6 1.1330 -0.2449 1.4721
C7 1.6708 -0.8312 0.1764
P2 0.5646 -1.0467 -1.3311
C8 2.0159 -1.7779 -2.2512
C9 -0.4504 -2.4945 -0.9509
H10 -1.1632 -1.4893 2.2425
H11 -2.5314 -0.6186 1.5031
H12 -1.9800 -0.1706 3.1474
H13 0.1635 1.0773 3.8179
H14 1.0596 2.1567 2.7064
H15 -0.6109 2.5326 3.1552
H16 1.8997 0.4356 1.8754
H17 0.9934 -1.0384 2.2235
H18 2.5369 -0.2430 -0.1639
H19 2.0416 -1.8437 0.3949
H20 2.5138 -2.5562 -1.6588
H21 1.6851 -2.2143 -3.1986
H22 2.7332 -0.9745 -2.4640
H23 0.1522 -3.3844 -1.1737
H24 -0.7583 -2.5194 0.1021
H25 -1.3516 -2.4787 -1.5753

Entry 2:
The following is a DFT calculation (ωB97M-V with the def2-TZVPD basis set) of an isolated molecule of C6H9FN4 in a non-equilibrium geometry.

Output
LUMO, eV: -0.718
HOMO, eV: -9.376
Energy above the lowest of the compared OMol25 structures with the same formula, charge and spin, kJ/mol: 0.00
2S+1: 1
SMILES: Cc1nnc(CCCF)nn1

Element x y z (Å)
C1 -3.0940 -2.0420 -1.0503
C2 -1.9113 -1.1494 -0.8810
N1 -0.8311 -1.3791 -1.6251
N2 0.1974 -0.5654 -1.4844
C3 0.0968 0.4162 -0.6043
C4 1.2894 1.3119 -0.4401
C5 2.2839 0.7817 0.5973
C6 1.7858 0.9146 2.0142
F1 1.5845 2.2677 2.3024
N3 -0.9665 0.6459 0.1696
N4 -1.9980 -0.1587 0.0231
H1 -3.3305 -2.4924 -0.1158
H2 -3.9829 -1.4877 -1.3808
H3 -2.8578 -2.8158 -1.8194
H4 1.7845 1.4195 -1.4039
H5 0.9289 2.3279 -0.1126
H6 2.5267 -0.2597 0.3666
H7 3.2046 1.3427 0.5189
H8 0.8001 0.4077 2.1865
H9 2.4896 0.5144 2.7392

Entry 3:
The following is a DFT calculation (ωB97M-V with the def2-TZVPD basis set) of a cluster of 2 separate species, C4H8N2O in total.

Output
LUMO, eV: 0.631
HOMO, eV: -8.901
Energy above the lowest of the compared OMol25 structures with the same formula, charge and spin, kJ/mol: 319.88
2S+1: 1
SMILES: N=C=CCO.C=N

Element x y z (Å)
N1 -0.5635 2.3646 -0.3740
C1 -0.9300 1.2246 -0.6639
C2 -1.4116 0.0358 -0.9298
C3 -1.6408 -1.0045 0.1447
O1 -0.8021 -2.1224 -0.0044
H1 0.4521 2.4731 -0.3433
H2 -1.5824 -0.2409 -1.9658
H3 -2.6677 -1.3791 0.0807
H4 -1.5282 -0.5311 1.1337
H5 0.1088 -1.7841 0.0689
C4 2.3128 0.3677 0.2774
N2 1.5207 -0.5087 0.7385
H6 2.8045 1.1379 0.8825
H7 2.5333 0.3692 -0.7919
H8 1.3941 -0.4020 1.7467

Entry 4:
The following is a DFT calculation (ωB97M-V with the def2-TZVPD basis set) of a cluster of 2 separate species, C3H5F3P in total in a non-equilibrium geometry.

Output
Charge: +1
LUMO, eV: -6.443
HOMO, eV: -16.076
Energy above the lowest of the compared OMol25 structures with the same formula, charge and spin, kJ/mol: 267.66
2S+1: 1

Element x y z (Å)
C1 -0.3168 -0.6954 0.5437
C2 0.3657 0.1198 1.1992
C3 -0.8698 -1.5683 -0.4207
F1 2.5687 -0.9406 0.0345
F2 1.6049 0.9660 -1.0838
F3 -1.2310 2.4573 -0.3284
P1 2.2254 0.5646 0.3667
H1 -1.4603 3.2926 -0.2126
H2 0.3179 0.9465 1.8457
H3 -0.6682 -2.5698 -0.0977
H4 -0.5584 -1.2510 -1.5192
H5 -1.9779 -1.3217 -0.3275

Entry 5:
The following is a DFT calculation (ωB97M-V with the def2-TZVPD basis set) of a structure of composition C20H22Cl2N2O4 in a non-equilibrium geometry.

Output
LUMO, eV: 0.521
HOMO, eV: -7.730
Energy above the lowest of the compared OMol25 structures with the same formula, charge and spin, kJ/mol: 1919.83
2S+1: 1

Element x y z (Å)
C1 2.7997 1.8223 -3.5173
H1 3.6113 1.5042 -2.9855
O1 1.6631 0.7970 -3.6128
C2 1.3521 0.2157 -2.5835
C3 1.7298 0.7245 -1.3522
C4 1.4312 -0.2313 -0.2928
C5 0.7360 -1.3433 -0.4998
C6 -0.0270 -1.6448 -1.8443
C7 0.4289 -0.8875 -2.9473
O2 0.1164 -1.1763 -4.1154
C8 -0.7171 -0.4330 -4.8964
H2 -1.6588 -0.0529 -4.4115
H3 -0.0948 0.8865 -4.9926
H4 -0.9401 -0.7839 -5.7615
O3 -0.8341 -2.6899 -1.8674
C9 -1.0644 -3.3548 -3.0489
H5 -0.2726 -3.4160 -3.6429
H6 -1.6050 -4.2361 -2.7511
H7 -2.0606 -2.7018 -3.4658
H8 0.2588 -2.0857 0.3334
C10 1.7533 0.0653 1.0420
O4 2.6798 -0.8930 1.6488
N1 1.3496 1.0537 1.6619
C11 0.4807 1.8913 1.0715
H9 -0.4488 1.4358 0.1914
C12 -0.7026 2.4594 2.2402
N2 -0.6464 1.6220 3.2371
C13 -1.5063 0.1482 2.9047
C14 -0.6140 -1.0067 2.8813
C15 -1.3832 -2.1370 2.6998
C16 -2.8949 -2.1823 2.3097
C17 -3.5239 -0.8116 2.2569
C18 -2.7787 0.2284 2.6557
Cl1 -3.6302 1.8553 2.6946
H10 -4.4567 -0.7927 2.0937
H11 -3.4124 -3.2129 2.1346
Cl2 -0.7502 -3.5612 2.6234
H12 0.5091 -1.1970 3.1998
C19 0.5103 1.3715 3.9339
H13 0.5591 2.1036 4.5511
C20 1.8744 1.5226 3.1523
H14 2.7353 0.6512 3.2634
H15 2.2109 2.5651 2.9352
H16 0.6539 0.6142 4.5274
H17 -0.3736 3.3693 2.5123
H18 -1.6642 2.7142 1.8696
H19 0.8634 2.9916 0.7171
H20 2.4954 1.4364 -1.0032
H21 2.8389 2.1718 -4.6277
H22 2.4193 2.6102 -3.1229

Entry 6:
The following is a DFT calculation (ωB97M-V with the def2-TZVPD basis set) of a cluster of 2 separate species, C4H6ClF3 in total in a non-equilibrium geometry.

Output
LUMO, eV: 0.612
HOMO, eV: -10.053
Energy above the lowest of the compared OMol25 structures with the same formula, charge and spin, kJ/mol: 87.69
2S+1: 1
SMILES: C=C(Cl)C(C)(F)F.F

Element x y z (Å)
C1 0.9364 0.8382 1.1904
C2 0.6732 -0.0164 0.2165
Cl1 1.5477 -1.3708 -0.2968
C3 -0.3341 0.4347 -0.8068
C4 -1.2512 -0.5936 -1.3931
F1 -1.1653 1.3688 -0.0859
F2 0.2950 1.0255 -1.7862
H1 0.4118 1.8185 1.2524
H2 1.7291 0.6790 1.9464
H3 -1.0459 -1.5926 -0.8465
H4 -2.2726 -0.3918 -1.0767
H5 -1.0968 -0.5333 -2.5115
F3 3.5242 0.5337 -0.4988
H6 3.2507 1.2706 -0.0194

Question: What is the 2S+1 in the third record?
Answer: 1